This record from the OMol25 dataset describes C5H6O in the gas phase. The level of theory is ωB97M-V/def2-TZVPD.

Summary:
Relative energy (zero: lowest compared OMol25 entry of this formula, charge and spin): 1.967 eV
E_LUMO: 0.881 eV
Electronic energy: -7327.318 eV
Orbital gap: 10.764 eV
Spin multiplicity: 1

Geometry (Å):
O 0.0720 1.7200 2.0898
C 0.1473 0.5162 2.0317
C 0.1499 -0.2719 0.7469
C -0.1206 0.5720 -0.5116
C -0.0170 -0.2468 -1.7127
C -0.2299 -1.0141 -2.6156
H 0.2463 -0.0892 2.9606
H -0.5552 -1.1084 0.8361
H 1.1394 -0.7571 0.6884
H -1.1506 0.9241 -0.6194
H 0.4911 1.4796 -0.4930
H -0.1725 -1.7245 -3.4012

Forces on the atoms, in the same order (eV/Å):
O -0.01 -0.47 -0.01
C -0.04 0.35 -0.05
C -0.07 0.05 -0.05
C -0.13 0.06 -0.01
C -0.17 -0.41 -0.34
C 0.77 0.18 0.25
H -0.02 0.10 -0.15
H 0.02 0.17 -0.01
H -0.19 0.16 -0.09
H -0.06 0.14 0.84
H 0.11 -0.30 -0.22
H -0.22 -0.02 -0.17

Results of the Mulliken charge analysis, in e, for atoms 1 through 4: -0.47 0.00 -0.50 -0.42

This record from the OMol25 dataset describes a gas-phase ion, C5H10N3 (charge +1) at a distorted geometry. The level of theory is ωB97M-V/def2-TZVPD.

Summary:
Relative energy (zero: lowest compared OMol25 entry of this formula, charge and spin): 2.720 eV
E_LUMO: -4.274 eV
Electronic energy: -9809.028 eV
Total charge: +1
Orbital gap: 9.785 eV
Spin multiplicity: 1

Geometry (Å):
C 1.3530 1.0058 -0.7421
C 0.6051 -1.3043 0.3273
C -0.1672 0.8472 -0.4594
C -0.4225 1.6375 0.7728
C -1.6346 -1.2762 -0.5290
N 2.2457 0.2268 -0.2651
N -0.3122 -0.6075 -0.2709
N 1.8569 -0.7799 0.4287
H 1.6530 1.7954 -1.2547
H 0.3242 -2.1741 0.7747
H -0.7224 1.1327 -1.4048
H 0.3620 1.4503 1.4889
H -1.2465 1.1594 1.2230
H -0.6533 2.6651 0.7403
H -2.4628 -0.5860 -0.6640
H -1.4669 -1.8984 -1.3826
H -1.8608 -2.0534 0.2127
H 2.5493 -1.2405 1.0044

Forces on the atoms, in the same order (eV/Å):
C -1.80 -3.57 1.90
C 1.91 3.73 -0.53
C 2.30 0.24 -2.57
C -0.37 -1.36 1.02
C 0.83 -0.64 0.19
N 0.90 3.73 -2.04
N -1.93 -0.30 0.36
N -2.64 -4.25 2.21
H 1.46 3.37 -2.45
H -0.17 -2.64 1.02
H 0.37 -0.23 1.33
H 0.55 0.23 0.18
H -1.51 -0.30 0.82
H 0.02 1.19 -0.68
H 0.29 0.10 0.10
H -0.27 0.08 -1.08
H 0.04 0.73 0.46
H 0.02 -0.11 -0.25

Results of the Mulliken charge analysis, in e, for atoms 1 through 4: -0.40 0.06 -0.01 -1.26

This record from the OMol25 dataset describes a molecular structure, C4H6MgO3 at a distorted geometry. The level of theory is ωB97M-V/def2-TZVPD.

Summary:
Relative energy (zero: lowest compared OMol25 entry of this formula, charge and spin): 0.255 eV
E_LUMO: -10.660 eV
Electronic energy: -15812.277 eV
Total charge: +2
Orbital gap: 8.362 eV
Spin multiplicity: 1

Geometry (Å):
O -1.2097 -0.6842 -0.3773
Mg -3.2043 -0.6045 0.2631
O -1.9141 0.6631 1.1838
C -1.0184 0.3478 0.3717
O 0.1405 0.9458 0.3060
C 0.4377 2.0245 1.2186
H 1.4441 2.3568 0.9542
H -0.2878 2.8301 1.0725
H 0.4109 1.6455 2.2448
C 0.3518 -1.7050 -1.5948
C 1.3067 -2.1498 -0.9198
H -0.0591 -1.4729 -2.5729
H 1.9211 -2.0205 -0.0342
H 1.6807 -2.1767 -2.1157

Forces on the atoms, in the same order (eV/Å):
O -1.04 -0.68 -1.01
Mg 1.46 0.54 0.43
O -1.65 0.18 0.04
C 2.01 0.35 0.62
O -0.81 -1.10 -0.65
C 0.03 0.64 0.51
H -0.30 -0.11 0.04
H 0.20 -0.16 0.11
H -0.02 0.14 -0.23
C 0.97 -0.19 -0.49
C -0.27 1.44 -1.46
H -0.71 0.07 0.58
H 0.05 -0.71 -0.25
H 0.08 -0.39 1.78

Results of the Mulliken charge analysis, in e, for atoms 1 through 4: -0.74 1.24 -0.82 1.37